15
Properties=species:S:1:pos:R:3 method="wB97M-V/def2-TZVPD" max_force_ev_per_a=0.450 smiles=C[C@@]1(O)C[C@H]2O[C@H]21 e_above_lowest_ev=2.372 homo_energy_ha=-0.362 homo_lumo_gap_ev=10.76
C -0.084 -1.286 1.160
C -0.324 -0.099 0.261
O -1.636 0.425 0.385
C 0.606 1.144 0.313
C 0.681 1.058 -1.211
O 1.407 -0.135 -1.484
C 0.004 -0.229 -1.245
H 0.945 -1.637 1.037
H -0.263 -1.034 2.210
H -0.762 -2.100 0.873
H -2.266 -0.280 0.187
H 0.110 2.025 0.725
H 1.576 0.981 0.793
H 0.588 1.836 -1.955
H -0.582 -0.668 -2.049

---

64
Properties=species:S:1:pos:R:3 method="wB97M-V/def2-TZVPD" max_force_ev_per_a=6.575 charge=+1 spin_multiplicity=3 s2=2.0189 e_above_lowest_ev=2.463 homo_energy_ha="-0.368 / -0.367" homo_lumo_gap_ev="4.65 / 4.42"
O -1.388 2.012 -3.644
C -0.177 2.826 -3.837
C -0.954 4.141 -3.774
H 0.297 2.610 -4.803
H 0.537 2.669 -3.011
C -2.164 3.225 -3.421
H -1.068 4.617 -4.748
H -0.617 4.836 -3.005
C -3.323 3.302 -4.396
H -3.007 3.072 -5.423
H -3.760 4.306 -4.371
H -4.107 2.600 -4.092
C -2.620 3.317 -1.978
H -1.775 3.214 -1.283
H -3.351 2.535 -1.761
H -3.097 4.291 -1.800
W 0.381 -0.387 0.430
C 0.981 1.431 1.687
C 2.136 0.571 1.754
C 2.725 0.523 0.443
H 2.531 0.096 2.654
C 1.917 1.309 -0.449
C 0.843 1.889 0.319
H 0.145 2.640 -0.046
H 0.412 1.795 2.544
H 3.669 0.039 0.187
H 2.125 1.543 -1.492
C -1.131 -0.991 1.864
C -1.543 0.246 1.249
C -1.652 0.028 -0.173
H -1.839 1.153 1.778
C -1.346 -1.362 -0.431
C -1.003 -1.980 0.827
H -0.739 -3.029 0.961
H -1.046 -1.178 2.931
H -2.026 0.732 -0.916
H -1.546 -1.896 -1.347
O 0.636 -0.844 -2.291
C -0.212 -0.717 -3.469
C 0.402 -1.538 -4.590
H -0.261 0.339 -3.734
H -1.231 -1.045 -3.197
C 1.350 -2.521 -3.882
H 0.969 -0.883 -5.261
H -0.368 -2.036 -5.181
C 1.403 -2.062 -2.420
H 2.353 -2.489 -4.320
H 0.973 -3.548 -3.923
H 2.420 -1.825 -2.086
H 0.972 -2.817 -1.741
O 1.120 -2.588 2.960
C 1.836 -2.180 3.898
O 2.919 -1.557 3.887
C 1.353 -2.408 5.325
C 1.047 -1.292 6.113
C 0.779 -1.441 7.476
C 0.852 -2.710 8.067
C 1.061 -3.834 7.254
C 1.311 -3.683 5.879
H 1.058 -0.306 5.648
H 0.560 -0.554 8.070
H 0.706 -2.823 9.146
H 1.075 -4.829 7.694
H 1.498 -4.557 5.249

---

104
Properties=species:S:1:pos:R:3 method="wB97M-V/def2-TZVPD" max_force_ev_per_a=5.206 charge=+1 homo_energy_ha=-0.422 homo_lumo_gap_ev=6.73
C 3.688 3.724 2.144
C 2.597 2.794 2.823
C 2.303 1.614 1.873
C 1.218 1.590 0.862
C 0.321 2.878 0.759
C -0.129 3.301 -0.685
C -1.627 3.068 -1.073
C -2.462 2.162 -0.135
O -3.495 1.422 -0.790
C -4.064 0.635 0.263
C 1.104 0.341 0.109
C -0.030 0.132 -0.962
O -0.954 -0.583 -0.681
O -0.051 0.711 -2.261
S 1.277 0.418 -3.162
O 2.496 0.823 -2.511
O 1.092 1.154 -4.378
F 1.325 -1.129 -3.602
C 2.045 -0.821 0.346
I 1.917 -2.674 -0.748
C 3.037 -0.648 1.354
P 4.241 -2.012 1.807
N 4.050 -2.304 3.370
N 3.111 0.529 2.045
F 4.077 0.607 2.980
H 4.402 3.078 1.586
H 3.181 4.371 1.395
H 4.178 4.314 2.950
H 2.895 2.426 3.836
H 1.647 3.350 2.952
H -0.491 2.784 1.514
H 0.961 3.713 1.134
H 0.605 2.837 -1.399
H 0.060 4.419 -0.790
H -2.125 4.066 -1.148
H -1.700 2.640 -2.109
H -2.986 2.840 0.600
H -1.880 1.435 0.486
H -3.336 -0.105 0.682
H -4.961 0.073 -0.069
H -4.382 1.282 1.126
H 5.585 -1.590 1.626
H 3.940 -3.235 1.147
H 3.305 -1.707 3.739
O -1.052 6.217 -0.402
H -0.955 6.946 -1.027
H -1.039 6.649 0.459
O 2.630 5.139 -0.550
H 2.824 4.563 -1.298
H 3.108 5.953 -0.752
O 2.005 -6.074 0.380
H 1.241 -6.503 0.796
H 1.817 -6.133 -0.563
O -0.692 -7.281 0.790
H -1.036 -7.646 1.614
H -1.244 -6.507 0.628
O -5.021 -2.011 1.786
H -4.633 -2.415 0.999
H -5.298 -2.763 2.323
O -0.155 1.095 -7.079
H 0.269 1.575 -7.802
H 0.378 1.312 -6.305
O 4.511 -5.072 4.957
H 4.576 -4.335 4.333
H 4.498 -4.644 5.820
O -7.854 -1.082 1.221
H -7.998 -1.123 2.172
H -6.890 -1.068 1.131
O -9.553 -3.234 -0.190
H -8.659 -3.031 0.108
H -9.865 -2.403 -0.569
O 3.875 -7.805 6.898
H 3.940 -7.070 6.275
H 3.860 -7.380 7.764
O 5.976 -3.284 -0.602
H 6.388 -3.915 -1.209
H 5.228 -2.938 -1.102
O -3.067 8.329 -1.003
H -3.839 7.956 -0.564
H -3.285 8.281 -1.941
O -0.030 4.400 3.201
H 0.026 5.306 2.871
H -0.573 4.474 3.996
O 6.196 -5.709 -2.477
H 6.580 -6.108 -3.265
H 5.955 -6.463 -1.925
O 2.525 -8.087 9.480
H 2.694 -8.998 9.213
H 2.061 -8.169 10.320
O -2.612 -2.800 0.684
H -2.146 -2.323 -0.022
H -2.109 -2.582 1.477
O 4.670 6.434 1.521
H 4.540 6.405 2.475
H 5.628 6.451 1.416
O -12.328 -2.151 -1.774
H -12.179 -3.064 -2.043
H -12.813 -2.228 -0.945
O -0.532 2.421 -10.116
H -1.292 2.022 -9.679
H -0.749 2.371 -11.058
O -1.377 1.877 -12.919
H -0.992 1.242 -13.533
H -2.119 2.254 -13.404

---

11
Properties=species:S:1:pos:R:3 method="wB97M-V/def2-TZVPD" max_force_ev_per_a=4.188 e_above_lowest_ev=2.302 homo_energy_ha=-0.303 homo_lumo_gap_ev=6.05
C -0.171 -0.395 0.420
Si 1.646 -0.738 -0.088
Si -0.828 1.331 -0.222
I -4.172 -0.162 -0.074
H -0.888 -1.061 0.061
H -0.385 -0.343 1.519
H 2.414 -1.850 0.706
H 1.613 -1.267 -1.479
H 2.645 0.334 0.023
H -0.327 1.745 -1.444
H -1.547 2.405 0.577

---

Please write out number 1 again, unchanged.
15
Properties=species:S:1:pos:R:3 method="wB97M-V/def2-TZVPD" max_force_ev_per_a=0.450 smiles=C[C@@]1(O)C[C@H]2O[C@H]21 e_above_lowest_ev=2.372 homo_energy_ha=-0.362 homo_lumo_gap_ev=10.76
C -0.084 -1.286 1.160
C -0.324 -0.099 0.261
O -1.636 0.425 0.385
C 0.606 1.144 0.313
C 0.681 1.058 -1.211
O 1.407 -0.135 -1.484
C 0.004 -0.229 -1.245
H 0.945 -1.637 1.037
H -0.263 -1.034 2.210
H -0.762 -2.100 0.873
H -2.266 -0.280 0.187
H 0.110 2.025 0.725
H 1.576 0.981 0.793
H 0.588 1.836 -1.955
H -0.582 -0.668 -2.049

---

Copy entry 1 word for word.
15
Properties=species:S:1:pos:R:3 method="wB97M-V/def2-TZVPD" max_force_ev_per_a=0.450 smiles=C[C@@]1(O)C[C@H]2O[C@H]21 e_above_lowest_ev=2.372 homo_energy_ha=-0.362 homo_lumo_gap_ev=10.76
C -0.084 -1.286 1.160
C -0.324 -0.099 0.261
O -1.636 0.425 0.385
C 0.606 1.144 0.313
C 0.681 1.058 -1.211
O 1.407 -0.135 -1.484
C 0.004 -0.229 -1.245
H 0.945 -1.637 1.037
H -0.263 -1.034 2.210
H -0.762 -2.100 0.873
H -2.266 -0.280 0.187
H 0.110 2.025 0.725
H 1.576 0.981 0.793
H 0.588 1.836 -1.955
H -0.582 -0.668 -2.049